(1)
Molecular formula: C5H7N3O
Method: DFT, ωB97M-V/def2-TZVPD

Results
- largest force on an atom (eV Å⁻¹) = 8.5
- Kohn-Sham gap (eV) = 8.57
- SMILES string = CC(=O)Nc1ncc[nH]1
- multiplicity = 1
- E (eV) = -11815.1248
- net charge = 0
- HOMO energy (eV) = -8.17
- LUMO level (eV) = 0.40

XYZ file:
```
16
Properties=species:S:1:pos:R:3:lowdin_charge:R:1
C 0.938 -0.084 2.854 0.0076
C 0.307 -0.591 1.612 -0.4773
C -0.393 0.136 -0.602 -0.3920
C -0.517 0.300 -2.844 -0.1849
C -1.573 -0.446 -2.302 -0.1175
H 1.907 0.069 2.734 0.0361
H 0.812 -0.862 3.547 0.0779
H 0.476 0.795 3.278 0.0959
H 0.567 1.294 0.746 0.1487
H 1.304 1.075 -1.608 0.2349
H -0.222 0.355 -3.851 0.0904
H -2.390 -0.864 -2.983 0.1105
N 0.199 0.360 0.601 0.1227
N 0.243 0.653 -1.837 0.0443
N -1.486 -0.470 -0.875 0.1265
O -0.172 -1.719 1.529 0.0760
```



(2)
Molecular formula: C7H9FINO2
Method: DFT, ωB97M-V/def2-TZVPD

Results
- largest force on an atom (eV Å⁻¹) = 5.1
- Kohn-Sham gap (eV) = 8.00
- SMILES string = CC1=C(C)N(C)C(=O)[C@@](F)(I)O1
- multiplicity = 1
- E (eV) = -23805.8397
- net charge = 0
- HOMO energy (eV) = -7.96
- LUMO level (eV) = 0.03

XYZ file:
```
21
Properties=species:S:1:pos:R:3:lowdin_charge:R:1
C 0.317 -0.211 -0.203 -0.2838
C -0.195 -0.841 0.858 -0.4637
C -1.285 1.593 0.110 -0.4552
C -2.182 0.538 0.765 -0.6503
C 1.519 -0.816 -0.941 -0.0224
C 0.370 -2.128 1.428 -0.0122
C 0.789 2.082 -1.133 0.0193
N -0.083 1.119 -0.339 -0.0228
O -1.586 2.777 0.069 0.0790
O -1.108 -0.350 1.711 -0.0277
F -3.217 0.964 1.423 0.0717
I -2.951 -0.884 -0.673 0.9741
H 1.491 -1.986 -0.914 0.1087
H 2.437 -0.656 -0.440 0.0684
H 1.453 -0.518 -1.981 0.0700
H 1.321 -2.479 0.951 0.0702
H -0.374 -2.933 0.997 0.1187
H 0.320 -2.190 2.512 0.0819
H 1.831 2.057 -0.788 0.0937
H 0.761 1.819 -2.291 0.1312
H 0.372 3.043 -1.120 0.0514
```



(3)
Molecular formula: C44H37CsF9N5O2PS
Method: DFT, ωB97M-V/def2-TZVPD

Results
- largest force on an atom (eV Å⁻¹) = 4.0
- Kohn-Sham gap (eV) = 6.95
- multiplicity = 1
- E (eV) = -102907.4057
- net charge = -1
- HOMO energy (eV) = -4.96
- LUMO level (eV) = 1.99

XYZ file:
```
100
Properties=species:S:1:pos:R:3:lowdin_charge:R:1
Cs -0.726 1.269 1.337 1.3989
C 5.080 1.812 0.110 -0.0538
C 4.115 1.188 1.074 -0.2908
C 3.864 -0.177 1.040 -0.0440
C 2.993 -0.760 1.945 -0.0779
C 2.362 0.014 2.905 -0.1223
C 2.613 1.376 2.952 -0.1197
C 3.482 1.957 2.044 -0.0592
H 5.069 1.284 -0.841 0.0730
H 6.093 1.766 0.512 0.0817
H 4.837 2.858 -0.065 0.0702
H 4.361 -0.792 0.303 0.1093
H 2.829 -1.827 1.904 0.0986
H 1.694 -0.424 3.633 0.0840
H 2.147 1.974 3.722 0.1008
H 3.689 3.019 2.100 0.1090
N -7.683 -1.260 5.781 0.0859
C -6.490 -0.703 5.351 -0.3336
C -5.822 -1.223 4.241 -0.0326
C -4.680 -0.606 3.768 -0.0551
C -4.198 0.526 4.391 -0.2859
C -4.845 1.050 5.492 -0.0735
C -5.981 0.437 5.980 -0.0305
S -2.800 1.370 3.661 0.5296
O -2.927 1.127 2.234 -0.6984
O -2.847 2.766 4.029 -0.3101
N -1.377 0.709 4.035 -0.2091
C -1.085 0.685 5.323 -0.4993
N 0.200 0.452 5.678 0.1194
C 0.469 0.434 6.964 -0.1628
C -0.487 0.628 7.951 -0.0831
C -1.775 0.857 7.487 -0.1458
N -2.083 0.883 6.214 0.0985
H -7.852 -2.210 5.490 0.0847
H -7.938 -1.054 6.733 0.0838
H -6.213 -2.103 3.746 0.1065
H -4.161 -0.980 2.900 0.1084
H -4.434 1.934 5.947 0.1061
H -6.496 0.835 6.845 0.1050
H 1.510 0.259 7.223 0.1013
H -0.256 0.601 9.003 0.0816
H -2.603 1.030 8.168 0.1054
F 3.387 3.943 -6.206 0.1293
C 3.962 3.558 -5.051 -0.5808
F 4.301 4.684 -4.403 0.1306
F 5.132 2.986 -5.420 0.1254
C 3.100 2.635 -4.242 -0.1227
C 3.001 2.765 -2.863 -0.0104
C 2.202 1.892 -2.144 -0.0879
C 1.475 0.892 -2.779 -0.3335
C 1.626 0.749 -4.158 -0.0908
C 2.423 1.608 -4.889 -0.0037
P 0.498 -0.280 -1.734 1.0513
C -0.468 -1.116 -3.072 -0.3063
C -1.180 -0.336 -3.986 -0.0730
C -1.910 -0.900 -5.012 0.0071
C -1.961 -2.282 -5.134 -0.1316
C -1.291 -3.080 -4.213 -0.0111
C -0.547 -2.500 -3.203 -0.0620
C -2.715 -2.941 -6.245 -0.5812
F -3.307 -2.087 -7.096 0.1275
F -3.693 -3.761 -5.808 0.1277
F -1.915 -3.720 -7.011 0.1213
C 1.948 -1.603 -1.882 -0.3027
C 1.865 -2.579 -0.886 -0.1379
C 2.844 -3.533 -0.697 -0.0274
C 3.979 -3.505 -1.502 -0.1440
C 4.117 -2.518 -2.467 -0.0186
C 3.108 -1.590 -2.653 -0.0641
C 5.059 -4.519 -1.307 -0.5829
F 5.686 -4.398 -0.117 0.1244
F 4.601 -5.790 -1.337 0.1245
F 6.032 -4.454 -2.233 0.1223
H 3.533 3.565 -2.368 0.1164
H 2.137 1.983 -1.068 0.1063
H 1.117 -0.049 -4.675 0.1094
H 2.511 1.500 -5.960 0.1235
H -1.172 0.735 -3.884 0.1001
H -2.432 -0.279 -5.723 0.1183
H -1.354 -4.155 -4.297 0.1205
H -0.047 -3.141 -2.495 0.0980
H 0.995 -2.574 -0.237 0.0965
H 2.754 -4.278 0.081 0.1208
H 5.020 -2.467 -3.061 0.1146
H 3.249 -0.845 -3.423 0.0897
C -0.621 3.234 -2.718 -0.0375
C -1.491 2.263 -1.983 -0.4003
C -2.815 2.458 -1.679 -0.0737
C -3.271 1.286 -1.051 -0.0933
C -2.204 0.426 -1.004 -0.5669
C -2.224 -0.940 -0.399 -0.1177
N -1.098 1.017 -1.567 -0.2467
H -0.191 2.795 -3.622 0.0640
H 0.205 3.598 -2.104 0.0670
H -1.223 4.091 -3.017 0.0771
H -3.399 3.330 -1.917 0.0912
H -4.259 1.102 -0.675 0.1016
H -2.272 -1.720 -1.163 0.0701
H -3.110 -1.018 0.229 0.0743
H -1.345 -1.116 0.222 0.0038
```



(4)
Molecular formula: C19H18MnN5O5S3
Method: DFT, ωB97M-V/def2-TZVPD

Results
- largest force on an atom (eV Å⁻¹) = 0.7
- Kohn-Sham gap (alpha / beta) (eV) = 7.19 / 7.18
- multiplicity = 6
- E (eV) = -101511.1662
- net charge = -1
- HOMO energy (alpha / beta) (eV) = -5.40 / -5.40
- LUMO level (alpha / beta) (eV) = 1.79 / 1.78

XYZ file:
```
51
Properties=species:S:1:pos:R:3:lowdin_charge:R:1
Mn 0.160 0.327 0.264 0.6168
O 0.248 -1.699 0.000 -0.2573
N 1.111 -2.280 -0.819 -0.1917
C 1.057 -3.631 -0.867 -0.0223
C 1.890 -4.355 -1.669 -0.0665
C 2.818 -3.658 -2.450 -0.0822
C 2.864 -2.293 -2.385 -0.1013
C 2.001 -1.546 -1.551 -0.6747
S 2.060 0.157 -1.450 0.6213
H 0.304 -4.051 -0.218 0.1362
H 1.818 -5.432 -1.674 0.1033
H 3.500 -4.194 -3.098 0.1048
H 3.573 -1.726 -2.970 0.0990
N -0.602 3.519 0.441 -0.0481
C -0.273 2.408 0.476 -0.3574
O 1.649 -3.563 10.164 -0.3662
S 1.890 -3.754 8.750 0.3813
O 0.728 -4.135 7.973 -0.3725
O 3.107 -4.479 8.425 -0.3647
C 2.291 -2.088 8.140 -0.3330
N 2.998 -1.270 8.926 0.1199
C 3.314 -0.088 8.434 -0.1274
C 2.957 0.329 7.156 -0.0059
C 2.237 -0.596 6.418 -0.2219
N 1.903 -1.784 6.902 0.1572
C 1.780 -0.336 5.003 -0.1224
C 0.916 -1.243 4.399 0.0176
C 0.524 -1.014 3.094 -0.1061
N 0.933 0.044 2.386 -0.0220
C 1.751 0.918 2.968 -0.1205
C 2.201 0.765 4.269 -0.0022
H 3.883 0.574 9.083 0.1046
H 3.228 1.309 6.792 0.0943
H 0.582 -2.112 4.949 0.1208
H -0.119 -1.717 2.580 0.1059
H 2.051 1.769 2.369 0.1071
H 2.880 1.500 4.675 0.1038
O -1.511 0.363 -1.359 -0.6082
S -1.377 1.542 -2.298 0.9124
C -2.259 1.071 -3.800 -0.3265
C -2.982 2.334 -4.242 -0.2477
C -3.668 2.862 -2.978 -0.2289
C -2.647 2.765 -1.841 -0.3200
H -2.955 0.285 -3.499 0.1009
H -1.545 0.673 -4.518 0.0899
H -3.683 2.133 -5.052 0.1102
H -2.261 3.069 -4.611 0.1132
H -4.537 2.241 -2.753 0.1112
H -4.022 3.885 -3.105 0.1086
H -3.050 2.401 -0.897 0.0916
H -2.119 3.694 -1.634 0.0657
```



Taking the records one at a time from the top gives energy above the lowest of the compared OMol25 structures with the same formula, charge and spin values of 1.265 0.000 0.506 0.000 eV.